Molecular formula: C5H16N2O
Method: DFT, ωB97M-V/def2-TZVPD

Each atom is followed by the atoms it is bonded to, with distances in Å.
Geometry (Å):
1 C -2.247 1.788 0.813  C2 1.576, H8 1.102, H9 1.145, H10 1.104
2 C -1.480 0.491 0.351  C1 1.576, C3 1.546, H11 1.048, H12 1.128
3 C -0.618 0.754 -0.905  C2 1.546, C4 1.588, H13 1.150, H14 1.144
4 C 0.055 -0.465 -1.669  C3 1.588, N5 1.469, C6 1.512, H15 1.179
5 N -0.560 -0.450 -3.003  C4 1.469, H16 0.962, H17 0.952
6 C 1.527 -0.786 -1.801  C4 1.512, N7 1.514, H18 1.224, H19 1.159
7 N 1.601 -1.893 -0.771  C6 1.514, H20 0.968, H21 0.995
8 H -1.820 2.529 1.509  C1 1.102
9 H -2.530 2.548 0.003  C1 1.145
10 H -3.269 1.514 1.128  C1 1.104
11 H -0.973 0.111 1.185  C2 1.048
12 H -2.086 -0.457 0.273  C2 1.128
13 H 0.179 1.485 -0.514  C3 1.150
14 H -1.152 1.370 -1.708  C3 1.144
15 H -0.428 -1.422 -1.179  C4 1.179
16 H -0.621 -1.198 -3.605  N5 0.962
17 H -0.570 0.302 -3.586  N5 0.952
18 H 1.864 -1.355 -2.830  C6 1.224
19 H 2.266 0.089 -1.619  C6 1.159
20 H 2.338 -1.655 -0.191  N7 0.968
21 H 0.782 -2.147 -0.266  N7 0.995
22 O 2.332 -0.252 6.340  H23 1.018, H24 0.940
23 H 2.707 -1.198 6.373  O22 1.018
24 H 2.701 0.298 5.673  O22 0.940

Its structure (SMILES) is CCC[C@@H](N)CN.O. Its gap between HOMO and LUMO is 9.40 eV. The value obtained for the HOMO energy is -8.6 eV. The calculation puts the LUMO energy at 0.779 eV.

=====

Molecular formula: C5H16N2O
Method: DFT, ωB97M-V/def2-TZVPD

Each atom is followed by the atoms it is bonded to, with distances in Å.
Geometry (Å):
1 C 0.407 -1.965 1.687  C2 1.520, H8 1.119, H9 1.050, H10 1.170
2 C -0.954 -1.531 1.169  C1 1.520, C3 1.587, H11 1.112, H12 1.056
3 C -1.114 -0.158 0.389  C2 1.587, N4 1.461, C5 1.488, H13 1.085
4 N -2.140 0.587 1.116  C3 1.461, H14 0.940, H15 1.091
5 C 0.114 0.683 0.386  C3 1.488, N6 1.526, H16 1.158, H17 1.133
6 N 0.335 1.121 -1.059  C5 1.526, C7 1.497, H18 1.001
7 C 1.223 2.326 -1.083  N6 1.497, H19 1.074, H20 1.109, H21 1.177
8 H 1.119 -1.103 1.725  C1 1.119
9 H 0.362 -2.419 2.633  C1 1.050
10 H 0.845 -2.603 0.808  C1 1.170
11 H -1.325 -2.385 0.560  C2 1.112
12 H -1.626 -1.439 1.978  C2 1.056
13 H -1.445 -0.367 -0.622  C3 1.085
14 H -2.950 0.249 0.781  N4 0.940
15 H -2.160 1.653 0.888  N4 1.091
16 H -0.096 1.621 1.032  C5 1.158
17 H 0.977 0.206 0.942  C5 1.133
18 H 0.795 0.418 -1.603  N6 1.001
19 H 1.330 2.776 -2.052  C7 1.074
20 H 0.931 3.044 -0.289  C7 1.109
21 H 2.209 2.142 -0.466  C7 1.177
22 O 1.117 -1.163 -3.354  H23 1.010, H24 0.976
23 H 0.347 -0.619 -2.991  O22 1.010
24 H 1.697 -1.073 -2.573  O22 0.976

Its structure (SMILES) is CC[C@@H](N)CNC.O. Its gap between HOMO and LUMO is 9.98 eV. The value obtained for the HOMO energy is -9.2 eV. The calculation puts the LUMO energy at 0.754 eV.

=====

Molecular formula: C5H16N2O
Method: DFT, ωB97M-V/def2-TZVPD

Each atom is followed by the atoms it is bonded to, with distances in Å.
Geometry (Å):
1 C 2.289 0.321 -1.213  C2 1.513, H8 1.095, H9 1.092, H10 1.095
2 C 0.827 0.009 -1.445  C1 1.513, C3 1.509, N7 1.562, H11 1.085
3 C -0.102 0.768 -0.529  C2 1.509, C4 1.573, H12 1.082, H13 1.068
4 C -0.179 0.085 0.886  C3 1.573, N6 1.456, H14 1.067, H15 1.093
5 C -2.518 -0.645 1.052  N6 1.268, H16 1.079, H17 1.085
6 N -1.271 -0.833 1.178  C4 1.456, C5 1.268, H18 1.021
7 N 0.587 0.387 -2.942  C2 1.562, H19 1.028, H20 1.021, H21 1.021
8 H 2.496 0.261 -0.139  C1 1.095
9 H 3.017 -0.353 -1.672  C1 1.092
10 H 2.593 1.338 -1.480  C1 1.095
11 H 0.667 -1.063 -1.499  C2 1.085
12 H -1.123 0.771 -0.886  C3 1.082
13 H 0.282 1.724 -0.247  C3 1.068
14 H -0.225 0.903 1.569  C4 1.067
15 H 0.768 -0.258 1.312  C4 1.093
16 H -3.165 -1.417 1.437  C5 1.079
17 H -2.917 0.254 0.595  C5 1.085
18 H -0.930 -1.754 1.456  N6 1.021
19 H -0.289 -0.057 -3.245  N7 1.028
20 H 1.360 0.060 -3.524  N7 1.021
21 H 0.386 1.373 -3.116  N7 1.021
22 H -1.617 -0.417 4.290  O24 0.963
23 H -0.057 -0.495 4.172  O24 0.962
24 O -0.879 -0.960 3.993  H22 0.963, H23 0.962

Its gap between HOMO and LUMO is 9.80 eV. The value obtained for the HOMO energy is -18.0 eV. The calculation puts the LUMO energy at -8.219 eV. As for the net charge: +2.

=====

Molecular formula: C5H16N2O
Method: DFT, ωB97M-V/def2-TZVPD

Each atom is followed by the atoms it is bonded to, with distances in Å.
Geometry (Å):
1 C 2.602 -0.946 0.371  C2 1.614, H8 1.200, H9 1.126, H10 1.111
2 C 1.339 -1.014 -0.632  C1 1.614, C3 1.492, N7 1.594, H11 1.155
3 C 0.401 0.140 -0.506  C2 1.492, C4 1.566, H12 1.174, H13 1.123
4 C -0.989 -0.311 0.056  C3 1.566, C5 1.359, N6 1.502
5 C -1.665 -1.468 -0.167  C4 1.359, H14 1.124, H15 1.156
6 N -1.598 0.628 1.057  C4 1.502, H16 1.035, H17 1.105, H18 1.045
7 N 2.061 -1.045 -2.053  C2 1.594, H19 0.982, H20 1.078, H21 1.158
8 H 3.378 -1.860 0.416  C1 1.200
9 H 2.281 -0.724 1.427  C1 1.126
10 H 3.129 0.028 0.280  C1 1.111
11 H 0.842 -2.043 -0.468  C2 1.155
12 H 0.198 0.745 -1.492  C3 1.174
13 H 1.025 0.886 0.054  C3 1.123
14 H -2.676 -1.786 0.210  C5 1.124
15 H -1.144 -2.278 -0.806  C5 1.156
16 H -1.314 0.395 2.024  N6 1.035
17 H -1.017 1.558 0.922  N6 1.105
18 H -2.627 0.761 0.923  N6 1.045
19 H 2.655 -1.813 -2.202  N7 0.982
20 H 1.251 -1.054 -2.764  N7 1.078
21 H 2.648 -0.050 -1.993  N7 1.158
22 H -1.525 3.827 1.700  O24 0.987
23 H -3.087 3.216 1.192  O24 1.010
24 O -2.173 3.089 1.602  H22 0.987, H23 1.010

Its gap between HOMO and LUMO is 11.40 eV. The value obtained for the HOMO energy is -18.2 eV. The calculation puts the LUMO energy at -6.754 eV. As for the net charge: +2.

=====

Molecular formula: C5H16N2OSi2
Method: DFT, ωB97M-V/def2-TZVPD

Each atom is followed by the atoms it is bonded to, with distances in Å.
Geometry (Å):
1 C -1.384 -0.478 -2.033  Si2 1.880, H8 1.062, H9 1.115, H10 1.115
2 Si 0.072 -1.147 -1.052  C1 1.880, C3 1.931, N4 1.720, H11 1.562
3 C -0.478 -2.406 0.305  Si2 1.931, H12 1.083, H13 1.117, H14 1.091
4 N 1.129 0.039 -0.393  Si2 1.720, Si5 1.803, H15 0.997
5 Si 0.624 1.467 0.584  N4 1.803, C6 1.857, C7 1.821, H16 1.462
6 C 1.001 1.520 2.402  Si5 1.857, H17 1.032, H18 1.079, H19 1.083
7 C -1.131 1.818 0.251  Si5 1.821, H20 1.083, H21 1.157, H22 1.062
8 H -1.152 -0.309 -3.055  C1 1.062
9 H -2.274 -1.150 -2.030  C1 1.115
10 H -1.801 0.522 -1.770  C1 1.115
11 H 0.974 -2.102 -1.896  Si2 1.562
12 H -1.222 -2.217 1.069  C3 1.083
13 H -0.632 -3.423 -0.132  C3 1.117
14 H 0.397 -2.485 0.952  C3 1.091
15 H 2.073 -0.217 -0.195  N4 0.997
16 H 1.493 2.503 0.028  Si5 1.462
17 H 0.876 0.567 2.779  C6 1.032
18 H 1.907 1.883 2.864  C6 1.079
19 H 0.202 1.976 2.972  C6 1.083
20 H -1.730 2.590 0.716  C7 1.083
21 H -1.102 2.144 -0.859  C7 1.157
22 H -1.729 0.959 0.067  C7 1.062
23 N 3.825 -0.578 -2.079  C24 1.167, H26 1.028
24 C 3.147 0.262 -2.521  N23 1.167, O25 1.135
25 O 2.762 1.231 -2.970  C24 1.135
26 H 3.796 -1.451 -1.536  N23 1.028

Its structure (SMILES) is C[SiH](C)N[SiH](C)C.N=C=O. Its gap between HOMO and LUMO is 10.16 eV. The value obtained for the HOMO energy is -9.5 eV. The calculation puts the LUMO energy at 0.699 eV.

=====

Molecular formula: C5H16N3
Method: DFT, ωB97M-V/def2-TZVPD

Each atom is followed by the atoms it is bonded to, with distances in Å.
Geometry (Å):
1 C -0.398 -2.471 -0.218  N3 1.487, H11 1.088, H12 1.099, H13 1.099
2 C -0.451 -0.771 1.608  N3 1.345, N4 1.340, N5 1.343
3 N 0.044 -1.906 1.085  C1 1.487, C2 1.345, H6 1.009
4 N -1.772 -0.603 1.456  C2 1.340, H7 1.001, H8 1.008
5 N 0.273 0.264 2.063  C2 1.343, H9 1.010, H10 1.012
6 H 0.965 -2.222 1.349  N3 1.009
7 H -2.301 -1.421 1.225  N4 1.001
8 H -2.118 0.330 1.296  N4 1.008
9 H 1.246 0.080 2.260  N5 1.010
10 H -0.205 0.854 2.732  N5 1.012
11 H 0.460 -2.604 -0.874  C1 1.088
12 H -1.236 -2.028 -0.774  C1 1.099
13 H -0.865 -3.402 0.132  C1 1.099
14 C 0.058 1.443 -0.760  C15 1.558, C16 1.512, H17 1.085, H18 1.107
15 C 1.591 1.505 -0.488  C14 1.558, H19 1.088, H22 1.101, H23 1.093
16 C -0.071 1.365 -2.264  C14 1.512, H20 1.101, H21 1.090, H24 1.103
17 H -0.259 0.555 -0.225  C14 1.085
18 H -0.503 2.304 -0.347  C14 1.107
19 H 2.129 1.905 -1.344  C15 1.088
20 H 0.077 2.363 -2.705  C16 1.101
21 H 0.650 0.663 -2.686  C16 1.090
22 H 2.015 0.502 -0.325  C15 1.101
23 H 1.777 2.128 0.392  C15 1.093
24 H -1.106 1.166 -2.588  C16 1.103

Its gap between HOMO and LUMO is 11.19 eV. The value obtained for the HOMO energy is -14.3 eV. The calculation puts the LUMO energy at -3.107 eV. As for the net charge: +1.

=====

- Number 2 is which compound?
  C5H16N2O

=====

What did the first record say?
Molecular formula: C5H16N2O
Method: DFT, ωB97M-V/def2-TZVPD

Each atom is followed by the atoms it is bonded to, with distances in Å.
Geometry (Å):
1 C -2.247 1.788 0.813  C2 1.576, H8 1.102, H9 1.145, H10 1.104
2 C -1.480 0.491 0.351  C1 1.576, C3 1.546, H11 1.048, H12 1.128
3 C -0.618 0.754 -0.905  C2 1.546, C4 1.588, H13 1.150, H14 1.144
4 C 0.055 -0.465 -1.669  C3 1.588, N5 1.469, C6 1.512, H15 1.179
5 N -0.560 -0.450 -3.003  C4 1.469, H16 0.962, H17 0.952
6 C 1.527 -0.786 -1.801  C4 1.512, N7 1.514, H18 1.224, H19 1.159
7 N 1.601 -1.893 -0.771  C6 1.514, H20 0.968, H21 0.995
8 H -1.820 2.529 1.509  C1 1.102
9 H -2.530 2.548 0.003  C1 1.145
10 H -3.269 1.514 1.128  C1 1.104
11 H -0.973 0.111 1.185  C2 1.048
12 H -2.086 -0.457 0.273  C2 1.128
13 H 0.179 1.485 -0.514  C3 1.150
14 H -1.152 1.370 -1.708  C3 1.144
15 H -0.428 -1.422 -1.179  C4 1.179
16 H -0.621 -1.198 -3.605  N5 0.962
17 H -0.570 0.302 -3.586  N5 0.952
18 H 1.864 -1.355 -2.830  C6 1.224
19 H 2.266 0.089 -1.619  C6 1.159
20 H 2.338 -1.655 -0.191  N7 0.968
21 H 0.782 -2.147 -0.266  N7 0.995
22 O 2.332 -0.252 6.340  H23 1.018, H24 0.940
23 H 2.707 -1.198 6.373  O22 1.018
24 H 2.701 0.298 5.673  O22 0.940

Its structure (SMILES) is CCC[C@@H](N)CN.O. Its gap between HOMO and LUMO is 9.40 eV. The value obtained for the HOMO energy is -8.6 eV. The calculation puts the LUMO energy at 0.779 eV.

=====

- Among the records above, which one has the highest gap between HOMO and LUMO?
  number 4

=====

- Which of these has the lowest gap between HOMO and LUMO?
  number 1